Record 1
This record from OMol25 describes a molecular structure, C40H31O7S3TeW. The level of theory is wB97M-V/def2-TZVPD.

Geometry as ORCA input:
```
! RIJCOSX wB97M-V def2-TZVPD def2/J DEFGRID3
* xyz 1 1
W -0.31590 0.74078 -1.11169
O 1.56646 -0.05170 2.38873
C 0.97697 0.41409 1.46603
O 0.90336 -0.09999 0.24276
C 0.12507 1.71623 1.55916
O 0.03293 2.41411 2.50933
O -0.49586 1.94601 0.36900
C -2.48962 2.83789 -8.57109
C -2.30823 2.23924 -7.20616
C -1.05014 2.17885 -6.61372
C -0.88335 1.63719 -5.34697
C -1.99612 1.16193 -4.67668
C -3.26447 1.19488 -5.24300
C -3.40850 1.73585 -6.50441
S -1.83313 0.45302 -3.06678
O -2.63345 -0.77893 -3.01436
C -2.43776 1.74355 -1.99353
C -1.78161 2.99493 -2.17313
C -2.00065 4.00489 -1.27888
C -2.84509 3.81248 -0.16973
C -3.01803 4.82756 0.80190
C -3.83000 4.62546 1.87592
C -4.52107 3.40073 2.03315
C -4.38836 2.40499 1.11528
C -3.54213 2.57781 -0.01489
C -3.35201 1.54284 -0.95882
C -4.14804 0.28878 -0.79862
C -5.48688 0.26646 -1.27876
C -6.03879 1.34181 -2.01995
C -7.32247 1.27822 -2.47996
C -8.12137 0.14468 -2.21823
C -7.61813 -0.90136 -1.50074
C -6.29109 -0.86948 -1.01089
C -5.75957 -1.93980 -0.24877
C -4.47273 -1.91109 0.19277
C -3.66612 -0.79550 -0.11217
S -1.96863 -0.72710 0.40262
O -1.83419 -0.30768 1.80195
C -1.46622 -2.42730 0.26152
C -0.57592 -2.87976 1.22457
C -0.02669 -4.14457 1.08696
C -0.34099 -4.95521 -0.00232
C 0.24185 -6.33303 -0.13517
C -1.23182 -4.46959 -0.96181
C -1.80474 -3.21148 -0.84237
H -1.53752 2.94907 -9.08586
H -2.94651 3.82620 -8.49178
H -3.14631 2.22111 -9.18390
H -0.18544 2.54740 -7.15050
H 0.10511 1.57851 -4.91001
H -4.11291 0.78717 -4.70578
H -4.38998 1.76465 -6.96141
H -1.13752 3.15394 -3.02623
H -1.49670 4.95460 -1.40464
H -2.48011 5.75901 0.68070
H -3.94643 5.39986 2.62201
H -5.15378 3.25421 2.89799
H -4.91069 1.46814 1.25137
H -5.43612 2.21962 -2.21861
H -7.73623 2.10350 -3.04413
H -9.13803 0.11146 -2.58616
H -8.22794 -1.77184 -1.29355
H -6.39390 -2.78734 -0.02201
H -4.06476 -2.73067 0.77006
H -0.31565 -2.24630 2.06395
H 0.66718 -4.50177 1.83751
H 1.16686 -6.43006 0.43016
H 0.44070 -6.57691 -1.17806
H -0.45949 -7.07670 0.24851
H -1.49018 -5.08783 -1.81305
H -2.49353 -2.84362 -1.59356
O 0.23244 -1.23191 -1.96981
H -0.32054 -2.00561 -1.72246
H 1.14121 -1.43816 -1.68025
Te 1.72834 1.74420 -2.48368
C 3.03222 1.99058 -0.86361
C 2.83603 2.78415 0.23068
C 3.89799 2.68993 1.16969
C 4.87465 1.83284 0.76540
S 4.51612 1.13688 -0.75489
H 1.97220 3.42292 0.35667
H 3.92756 3.23455 2.10170
H 5.78728 1.57907 1.28008
*
```

## Properties
E: -3599.02187 hartree
E_HOMO (spin up / spin down): -10.53 / -10.51 eV
Relative energy (zero: lowest compared OMol25 entry of this formula, charge and spin): 66.6 kcal/mol
Orbital gap (spin up / spin down): 0.2347 / 0.2346 Eh


Record 2
This record from OMol25 describes a molecular structure, C40H32Br3N12O3S2Y at a distorted geometry. The level of theory is wB97M-V/def2-TZVPD.

Geometry as ORCA input:
```
! RIJCOSX wB97M-V def2-TZVPD def2/J DEFGRID3
* xyz 2 1
Y 0.01728 0.50048 -0.50299
N 3.35486 1.37677 -3.58126
C 2.54050 0.48410 -3.02223
N 1.68281 1.11271 -2.23901
C 2.04443 2.42889 -2.36662
N 3.05825 2.61304 -3.17307
C 1.36414 3.50549 -1.66642
C 1.61849 4.84239 -1.98869
N 1.04203 5.83041 -1.33143
C 0.20720 5.50343 -0.35198
C -0.08161 4.18113 -0.05834
N 0.49022 3.16806 -0.71289
H 4.14713 1.22444 -4.18587
H 2.58879 -0.57615 -3.19844
H 2.29139 5.09530 -2.79806
H -0.24441 6.31972 0.19705
H -0.78122 3.93037 0.72663
Br 6.65805 0.49113 3.54260
C 4.91170 0.96574 3.00988
C 4.69026 1.41838 1.71827
C 3.40237 1.70553 1.30434
C 2.32563 1.52398 2.16607
C 2.57369 1.10674 3.47932
C 3.85941 0.83425 3.90397
N 1.00079 1.67626 1.68995
C 0.13199 2.09575 2.52142
C -1.30330 2.05284 2.27421
C -2.15999 2.47820 3.28548
C -3.52912 2.40049 3.09242
C -3.99041 1.87053 1.89882
C -3.06916 1.44351 0.95522
N -1.75013 1.53687 1.11614
H 5.51521 1.53093 1.03015
H 3.23732 2.08099 0.30330
H 1.75093 0.93877 4.16081
H 4.04095 0.51589 4.92090
H 0.42177 2.45127 3.50984
H -1.74816 2.85358 4.21238
H -4.22064 2.73075 3.85513
H -5.04886 1.78259 1.69996
H -3.41223 0.99266 0.03213
Br -5.24064 2.77112 -5.04819
C -3.81892 2.24023 -3.94178
C -3.42188 3.03271 -2.87599
C -2.39344 2.57102 -2.08174
N -1.74040 1.42285 -2.27790
C -2.10718 0.67295 -3.33116
C -3.15449 1.04651 -4.16743
C -1.34702 -0.57897 -3.57927
C -1.60578 -1.37411 -4.68970
C -0.86226 -2.52754 -4.88852
Br -1.18369 -3.61532 -6.38807
C 0.11904 -2.85677 -3.97111
C 0.31319 -2.00555 -2.89873
N -0.39039 -0.89150 -2.69385
H -3.90255 3.97839 -2.67305
H -2.08368 3.16669 -1.23353
H -3.46439 0.42424 -4.99059
H -2.36638 -1.12343 -5.41082
H 0.72622 -3.74303 -4.08521
H 1.09218 -2.23396 -2.18667
O 3.07315 -2.38325 -1.57681
S 3.29039 -1.41257 -0.53688
O 4.03824 -0.24983 -0.92604
N 1.78411 -0.95587 0.09025
C 1.65712 -1.45057 1.32315
S 0.25564 -1.19675 2.18633
C 2.82792 -2.15758 1.85102
C 2.98103 -2.73331 3.10196
C 4.20818 -3.29764 3.42246
C 5.25943 -3.28606 2.51289
C 5.10355 -2.72772 1.24880
C 3.87940 -2.17718 0.94639
H 2.15703 -2.73471 3.80280
H 4.35022 -3.74234 4.39794
H 6.21373 -3.71236 2.78883
H 5.91962 -2.70459 0.53918
N -1.74842 -1.16466 -0.25969
C -2.31109 -2.11673 0.10163
N -2.93930 -3.17836 0.50406
C -4.18487 -3.68988 -0.07662
C -5.31253 -3.58696 0.95283
O -4.94877 -4.16134 2.18869
C -3.79426 -3.56675 2.73811
C -2.60519 -3.77443 1.81147
H -4.02800 -4.73855 -0.33635
H -4.43982 -3.13051 -0.97503
H -6.17952 -4.14394 0.60212
H -5.59384 -2.53310 1.08905
H -3.61468 -4.04510 3.69934
H -3.94879 -2.48901 2.89696
H -2.43537 -4.84256 1.66343
H -1.71017 -3.31055 2.21192
*
```

## Properties
E: -10982.79621 hartree
E_HOMO: -12.96 eV
Relative energy (zero: lowest compared OMol25 entry of this formula, charge and spin): 5.5 kcal/mol
Orbital gap: 0.2638 Eh


Record 3
This record from OMol25 describes a molecular structure, C40H32Cl2N6O5SSe2W at a distorted geometry. The level of theory is wB97M-V/def2-TZVPD.

Geometry as ORCA input:
```
! RIJCOSX wB97M-V def2-TZVPD def2/J DEFGRID3
* xyz 0 3
W -0.09021 0.49027 -0.25201
O 4.08930 -5.11444 -0.42828
C 3.45376 -4.81905 0.59489
O 3.40415 -5.33338 1.72060
C 2.38633 -3.72808 0.35759
C 2.13770 -3.23323 -0.92087
C 1.27538 -2.17036 -1.08419
N 0.72417 -1.53162 -0.02970
C 0.88015 -2.07174 1.19459
C 1.67355 -3.18029 1.41656
C 0.15236 -1.34147 2.24780
C 0.06147 -1.76292 3.56291
C -0.68027 -0.99567 4.44788
C -1.32862 0.14139 3.98931
C -1.20842 0.49992 2.65790
N -0.45165 -0.21917 1.81646
C 0.72175 -1.73161 -2.38406
C 1.04476 -2.32954 -3.59426
C 0.30452 -1.97553 -4.70995
C -0.74638 -1.07715 -4.57285
C -0.97883 -0.49569 -3.33813
N -0.22908 -0.78783 -2.27110
H 2.64341 -3.71079 -1.74782
H 1.81736 -3.62073 2.39337
H 0.55495 -2.66760 3.88332
H -0.75926 -1.29411 5.48440
H -1.93156 0.75274 4.64380
H -1.71000 1.35580 2.22565
H 1.83650 -3.05933 -3.65330
H 0.52818 -2.41897 -5.67038
H -1.37838 -0.81678 -5.40843
H -1.75942 0.23208 -3.18506
Cl -0.48800 4.44740 2.57601
C 0.69939 3.22797 2.91548
C 1.34651 3.29390 4.16918
C 2.30529 2.39171 4.50756
Cl 3.06168 2.47974 6.07069
C 2.70285 1.38967 3.58322
C 3.72664 0.43622 3.81308
C 4.06789 -0.45270 2.83359
C 3.36770 -0.39822 1.60537
N 2.38628 0.44163 1.38748
C 2.04570 1.34238 2.34276
C 0.97836 2.24978 1.99018
O 0.33189 2.12229 0.85077
H 1.05876 4.07170 4.86247
H 4.23650 0.43012 4.76657
H 4.84483 -1.18924 2.97372
H 3.62668 -1.08132 0.80179
O -2.71398 2.67527 0.86621
C -3.89256 2.81635 0.10318
C -3.87316 2.09185 -1.24758
C -5.23585 2.47362 -1.87978
O -5.45477 1.96253 -3.18186
C -2.79490 2.60534 -2.19034
Se -0.88195 2.40451 -1.86810
C -3.86577 0.56926 -1.14945
Se -2.48538 -0.41577 -0.18271
H -2.21834 3.50070 0.89557
H -4.09374 3.87470 -0.09240
H -4.73162 2.43373 0.69461
H -5.34693 3.56439 -1.87617
H -6.03956 2.05633 -1.26996
H -4.88561 2.44250 -3.79143
H -2.91728 3.68513 -2.31753
H -2.96760 2.14736 -3.16904
H -3.93098 0.15811 -2.15767
H -4.76523 0.24473 -0.62100
S 5.87125 2.04323 -3.56074
C 4.26386 1.80593 -2.86434
C 3.19180 1.26568 -3.56268
C 2.00482 1.04062 -2.89711
N 1.83128 1.28541 -1.58581
C 2.82605 1.93944 -0.96301
C 4.04851 2.20686 -1.54940
C 5.84130 0.78585 -4.81460
C 6.03392 -0.54910 -4.49152
C 5.97738 -1.48780 -5.51147
N 5.76067 -1.18016 -6.78806
C 5.59822 0.10498 -7.08584
C 5.62819 1.12334 -6.14293
H 3.26596 1.00002 -4.60735
H 1.15370 0.66925 -3.44063
H 2.64348 2.25486 0.05080
H 4.81986 2.69193 -0.96940
H 6.20873 -0.85657 -3.46938
H 6.11456 -2.53885 -5.28768
H 5.42876 0.33815 -8.13040
H 5.49030 2.15475 -6.43743
*
```

## Properties
E: -8436.82857 hartree
<S²>: 2.020
E_HOMO (spin up / spin down): -7.16 / -7.78 eV
Relative energy (zero: lowest compared OMol25 entry of this formula, charge and spin): 20.5 kcal/mol
Orbital gap (spin up / spin down): 0.2280 / 0.2293 Eh


Q: Which of these has the highest E?
A: C40H31O7S3TeW


Q: Among the records above, which one has the highest E?
A: C40H31O7S3TeW


Q: Which value of E does entry 1 give?
A: -3599.02187 hartree


Q: Which of these has the highest E?
A: C40H31O7S3TeW